The following is a quantum chemistry calculation of a molecular structure, C27H22N5O2PdS2Se in a non-equilibrium geometry, from the Open Molecules 2025 dataset.

The charge is +1. The spin multiplicity is 1. Its HOMO energy (alpha / beta) is -10.29 / -10.31 eV.

```
60
C27H22N5O2PdS2Se | the Open Molecules 2025 dataset | ωB97M-V/def2-TZVPD
Pd 0.13 -0.54 -0.63
Se -1.58 1.42 0.02
S 4.33 -2.97 -0.70
S 0.82 -0.39 -5.37
O -1.50 -1.82 -0.34
O 1.52 1.04 -0.09
N 0.61 -0.60 -2.84
N 2.03 -1.89 -0.85
N -5.80 3.08 -1.11
N 0.08 -0.40 1.58
N 0.86 0.55 2.04
C -2.48 -4.85 1.28
C 2.63 -2.46 1.47
C -3.34 2.01 -0.50
C 2.87 -2.39 0.01
C -5.72 1.92 -0.48
C 3.75 -2.48 -2.24
C 3.52 4.80 2.48
C -1.34 -3.50 2.90
C -1.62 -2.67 0.60
C -1.99 -4.66 2.58
C 1.73 -1.30 -3.18
C -2.33 -3.88 0.33
C 2.00 -1.30 -4.52
C -1.21 0.75 -3.78
C -4.50 1.34 -0.15
C 2.52 -1.91 -2.13
C 3.42 4.50 1.12
C -1.09 -2.49 1.94
C 2.76 3.37 0.71
C 2.27 2.81 3.00
C 2.18 2.51 1.64
C 0.02 -0.06 -3.86
C -0.30 -1.39 2.35
C -3.44 3.23 -1.16
C 2.94 3.95 3.41
C -4.70 3.72 -1.45
C 1.47 1.33 1.14
H 4.36 -2.62 -3.11
H 2.55 -1.45 1.88
H 3.46 -2.97 1.97
H -1.54 0.79 -2.73
H 0.07 -1.40 3.38
H -2.97 -5.77 1.02
H 3.87 5.15 0.39
H 1.84 2.13 3.73
H -2.55 3.78 -1.45
H -4.47 0.38 0.36
H -2.71 -4.01 -0.67
H -2.01 0.31 -4.38
H -6.66 1.45 -0.24
H 1.71 -3.00 1.68
H 2.68 3.12 -0.34
H -2.14 -5.43 3.32
H -4.85 4.65 -1.98
H 4.04 5.68 2.80
H 2.81 -1.76 -5.05
H 3.01 4.18 4.46
H -0.99 -3.34 3.91
H -1.03 1.76 -4.15
```